1.
C23H43ClFN2O11 | ωB97M-V/def2-TZVPD

The value obtained for the largest force on an atom is 0.0669 hartree/bohr. For the total energy, the calculation gives -2398.97780 a.u. As for the net charge: -1.

Structure (XYZ):
```
81
C23H43ClFN2O11 | the Open Molecules 2025 dataset | ωB97M-V/def2-TZVPD
Cl -0.54098 -0.68128 3.56916
F -3.98160 1.62330 -8.01521
O -7.75165 3.42344 0.76286
O -5.25556 -3.44283 -1.08100
O -1.14970 -0.05378 2.45713
O -0.89428 -6.75670 6.93449
O -1.58301 -1.09457 4.48254
O -3.05430 -7.35161 1.19902
O 0.23381 0.26156 4.35732
O 6.40854 -3.51305 1.42003
O 0.93916 -4.84277 -2.26999
O 4.74766 -4.66487 6.96914
O 0.25500 -1.77263 3.14585
N -1.80694 8.31586 0.28780
N 5.26337 1.66461 -2.13851
C -1.65490 1.65851 -8.25690
C 5.94160 1.79087 -3.28753
C 4.41874 -3.41584 7.57088
C 0.07075 9.55613 1.95363
C -0.36788 1.89222 -7.78981
C 5.83431 4.19797 -3.08964
C -1.04536 7.61614 1.14136
C -1.53386 9.65585 0.13239
C -1.96708 -7.56848 7.47655
C 6.27587 3.07151 -3.78686
C 0.63508 -3.59953 -2.93113
C 5.06196 4.05120 -1.91324
C 4.80609 2.75716 -1.48329
C -2.76542 1.74475 -7.43898
C 7.52896 -2.79469 1.86533
C -0.64943 10.30624 1.02670
C -2.62666 2.01102 -6.06551
C -4.17358 -8.11462 0.71004
C -1.36524 2.30414 -5.57215
C -0.07062 8.17850 2.00359
C -6.58360 3.36852 1.57107
C -5.53176 -3.74129 -2.46787
C -0.22012 2.25281 -6.43685
H 4.94446 -2.72365 6.91316
H -4.10034 -8.07868 -0.37691
H 7.87897 -2.25301 0.98660
H -1.02373 -5.84876 7.21818
H 6.17570 0.88540 -3.82763
H -4.78853 -4.43231 -2.86561
H 0.84024 10.09902 2.48236
H -5.05075 -2.50601 -1.03606
H 0.35541 -5.49782 -2.65954
H 5.59713 -4.97284 7.29343
H -0.46390 11.36993 1.04976
H 4.29309 2.61460 -0.54365
H 4.71762 4.90792 -1.35303
H 0.77151 2.39410 -6.03297
H 7.16677 -2.15449 2.66974
H 1.16110 -3.51596 -3.88215
H -5.57085 -2.85506 -3.10125
H 5.97973 -2.92593 0.79312
H -6.34808 4.27557 2.12775
H -5.78635 3.07984 0.88612
H -2.87121 -7.59826 6.86847
H -6.49737 -4.24681 -2.47974
H -3.26290 -6.43748 0.99300
H -3.52004 2.10010 -5.46523
H 0.52865 1.80137 -8.38512
H -4.09086 -9.15446 1.02624
H -5.16657 -7.77628 1.00601
H 6.08888 5.18739 -3.43984
H 3.32951 -3.37556 7.57795
H 0.83795 -2.71383 -2.32907
H 6.88017 3.20363 -4.67217
H -7.52447 4.01695 0.04332
H -1.20336 2.53276 -4.52912
H 8.28385 -3.46040 2.28375
H -1.24866 6.56590 1.28993
H 4.74733 -3.31867 8.60562
H -1.63513 -8.59075 7.65783
H -2.16814 -7.25166 8.49993
H 0.59263 7.58755 2.61782
H -0.38271 -3.62968 -3.32007
H -1.71071 1.48029 -9.32063
H -1.92528 10.30975 -0.63286
H -6.67799 2.61246 2.35054
```


2.
C18H23IN2W | ωB97M-V/def2-TZVPD

The value obtained for the largest force on an atom is 0.0459 hartree/bohr. For the total energy, the calculation gives -1173.27024 a.u. Its spin multiplicity is 3. As for the net charge: +2.

Structure (XYZ):
```
45
C18H23IN2W | the Open Molecules 2025 dataset | ωB97M-V/def2-TZVPD
W -0.73354 0.40175 -2.27534
I -0.58930 2.31894 -3.92900
N -2.37038 -0.71332 -1.95364
N -0.07230 -1.43290 -2.70560
C 1.69436 -2.95899 -3.04670
C -4.59112 -1.04640 -1.23973
C 0.44396 0.63366 1.68165
C -3.47553 -0.24697 -1.31667
C 2.02476 3.39965 3.82860
C -0.58346 -3.74945 -3.09214
C 1.19567 4.65634 4.27330
C 1.26831 -1.67186 -2.79937
C 1.13168 2.64129 2.84668
C -3.45016 -2.85717 -2.35203
C -4.60214 -2.33891 -1.79319
C 2.66790 1.08362 1.34669
C 3.35833 3.81710 3.16594
C 2.22701 2.44727 5.03583
C 1.39792 1.55073 2.00497
C -2.32898 -2.03960 -2.40105
C 0.78198 -4.01696 -3.20680
C -1.00348 -2.46381 -2.78085
H -5.49734 -0.66344 -0.72759
H -3.31506 -3.88012 -2.72370
H 0.07208 2.80325 3.07547
H 0.41422 4.34028 4.99614
H 2.76054 -3.15851 -3.11935
H 1.91254 -0.80512 -2.68140
H 4.03224 2.94453 3.08659
H -3.38005 0.74015 -0.86375
H 0.75764 -0.26655 1.14111
H 2.48414 0.49911 0.42576
H 3.17020 4.21341 2.14341
H 1.79116 5.44003 4.75583
H 0.67958 5.11258 3.41465
H 3.85275 4.60426 3.74992
H 3.12806 2.65233 5.61544
H -0.62710 0.86452 1.67609
H 3.22868 0.39003 1.99699
H -1.33932 -4.51415 -3.17202
H -5.50092 -2.96257 -1.79091
H 1.11587 -5.01408 -3.42244
H 1.36380 2.52463 5.69014
H 3.31341 1.91233 1.06752
H 2.26728 1.42297 4.67600
```


3.
C19H43N7O2P2Pt | ωB97M-V/def2-TZVPD

The value obtained for the largest force on an atom is 0.0347 hartree/bohr. Its spin multiplicity is 3. Its energy above the lowest of the compared OMol25 structures with the same formula, charge and spin is 0.0 kcal/mol. As for the net charge: +2.

Structure (XYZ):
```
74
C19H43N7O2P2Pt | the Open Molecules 2025 dataset | ωB97M-V/def2-TZVPD
Pt -0.46853 0.67468 -0.10049
P -2.41695 -0.68386 -0.44889
P -1.97725 2.56943 -0.03187
O 3.34922 0.19900 1.36611
O 1.36210 -0.58171 0.71431
N 1.27231 -2.18843 4.60505
N 1.33095 -0.01656 -4.10077
N 1.85424 -0.83761 -2.00692
N -0.47435 -3.66318 4.82441
N 0.29163 0.86085 -2.17464
N -0.04843 0.89182 2.29695
N 0.44457 -3.31689 2.74222
C -0.53650 1.64643 -3.08015
C -3.82245 0.51147 -0.43241
C -1.73383 4.24322 -0.73411
C -3.45580 1.91333 -0.91295
C 0.84377 1.01931 -5.00817
C 0.43785 -3.06210 4.03709
C 3.01777 -1.61069 -2.43501
C 1.41119 1.03512 2.49048
C -2.55458 -1.53978 -2.05113
C 1.86656 0.81643 3.96520
C 0.29292 2.19507 -4.22912
C -3.04845 -1.96888 0.69106
C 2.90076 -0.26858 4.31690
C 2.18265 -1.05542 -4.67668
C 3.43907 -1.20917 -3.83528
C 2.14451 0.16179 1.45470
C 1.15810 0.02387 -2.76299
C 2.59123 -1.75835 4.09142
C -2.66044 2.93155 1.62579
H -1.89661 3.42123 2.23104
H 3.11739 -0.15374 5.38109
H 3.33834 -2.32115 4.65374
H -1.34945 1.02772 -3.48931
H 1.66805 2.05727 2.20781
H -3.53118 -2.01589 -2.14112
H -4.63482 0.10533 -1.03877
H -2.51256 -2.90309 0.51776
H -1.08584 -4.36035 4.43631
H -0.35903 0.02562 2.72340
H 2.31354 1.75653 4.28659
H -3.51237 3.60568 1.53396
H -2.54860 4.50486 -1.40782
H 3.82396 -1.43819 -1.72130
H -1.69706 4.96168 0.08380
H 1.17452 -2.09350 5.60510
H 1.10974 2.79759 -3.82788
H -0.53324 1.65523 2.75392
H -0.20016 -4.00300 2.38605
H -4.18190 0.55520 0.59919
H -4.10773 -2.14236 0.50063
H 3.81630 -0.05216 3.76803
H 3.97154 -0.25663 -3.81521
H -2.41090 -0.84146 -2.87441
H 2.76857 -2.67515 -2.41091
H 0.81230 -2.64537 2.03127
H 0.06834 0.59146 -5.65046
H -4.29638 2.59326 -0.75605
H -1.77870 -2.30404 -2.11122
H 2.42523 -0.76767 -5.69704
H -0.98422 2.46159 -2.51642
H 4.09472 -1.96694 -4.25983
H 1.63696 -2.00380 -4.71426
H -3.23048 1.90695 -1.98163
H -0.34953 -3.69310 5.82279
H 2.69042 -2.04353 3.04894
H -0.31458 2.82749 -4.87510
H -0.78991 4.30546 -1.27320
H 0.98035 0.66211 4.58677
H 1.72316 -0.76535 -1.00235
H -2.97754 2.01446 2.12157
H 1.67102 1.33871 -5.64421
H -2.91550 -1.66109 1.72860
```


4.
H4O2 | ωB97M-V/def2-TZVPD

The value obtained for the largest force on an atom is 0.0234 hartree/bohr. Its energy above the lowest of the compared OMol25 structures with the same formula, charge and spin is 2.6 kcal/mol. As for the net charge: 0. The SMILES is O.O.

Structure (XYZ):
```
6
H4O2 | the Open Molecules 2025 dataset | ωB97M-V/def2-TZVPD
O 0.70368 0.10524 -1.34604
O -0.68618 -0.08193 1.28663
H 0.57415 0.10896 -0.36433
H 1.50690 0.62221 -1.48271
H -1.08515 -0.26606 0.43039
H -1.13590 -0.65159 1.89187
```


5.
C2H3FI2 | ωB97M-V/def2-TZVPD

The value obtained for the largest force on an atom is 0.0436 hartree/bohr. Its energy above the lowest of the compared OMol25 structures with the same formula, charge and spin is 27.0 kcal/mol. As for the net charge: 0.

Structure (XYZ):
```
8
C2H3FI2 | the Open Molecules 2025 dataset | ωB97M-V/def2-TZVPD
I 1.87982 0.43174 2.29268
I 1.75596 -1.29710 -1.18456
F 0.72170 1.44003 -0.74681
C 0.49309 0.20344 -0.32447
C -0.94883 -0.09199 0.01067
H -1.47265 0.65724 0.55915
H -1.11103 -1.07090 0.39398
H -1.31807 -0.27245 -1.00064
```